(1)
22
Properties=species:S:1:pos:R:3:forces:R:3 method="wB97M-V/def2-TZVPD" orbital_gap_ev=9.527 relative_energy_ev=0.1182 smiles=CCCS.CCN
C -1.168756 -1.654160 2.119971 0.156 0.238 -0.997
C -0.922808 -0.154573 2.037542 -0.042 -0.045 0.421
N 0.370496 0.230322 2.638665 -0.441 0.202 -0.342
H -2.018985 -1.919443 1.487529 -0.191 0.039 0.255
H -0.325549 -2.149391 1.626325 0.089 -0.182 0.432
H -1.332916 -2.021912 3.129107 0.130 -0.025 0.057
H -0.930163 0.149204 0.990151 0.061 -0.009 -0.118
H -1.746910 0.394243 2.500117 -0.062 -0.061 0.115
H 0.708648 -0.453860 3.297435 -0.082 -0.076 0.139
H 0.262854 1.117783 3.113231 0.247 -0.084 0.059
H 1.144863 0.520840 0.623185 -0.057 -0.112 0.206
C -1.575118 0.585264 -2.004407 -0.135 -0.247 -0.144
C -0.268843 0.073097 -2.606373 -0.106 0.219 0.205
C 0.701289 -0.460217 -1.565929 0.201 -0.495 0.162
S 1.604896 0.782780 -0.602545 0.169 0.487 -0.284
H -2.063886 -0.183017 -1.396325 0.152 -0.013 0.050
H -2.289796 0.825957 -2.792623 0.051 0.210 0.006
H -1.416845 1.463282 -1.378853 0.026 0.025 -0.022
H -0.472680 -0.735162 -3.314342 -0.046 0.043 -0.006
H 0.211879 0.881179 -3.163310 0.008 -0.057 -0.082
H 1.467218 -1.077643 -2.038084 -0.091 0.010 -0.060
H 0.180985 -1.101558 -0.853265 -0.036 -0.066 -0.054

***

(2)
12
Properties=species:S:1:pos:R:3:forces:R:3 method="wB97M-V/def2-TZVPD" orbital_gap_ev=10.187 relative_energy_ev=0.3270
C 1.824354 -0.177048 0.155918 1.680 -0.577 1.299
C 0.356931 -0.230338 0.517359 0.479 -0.532 0.320
C -1.726853 0.157660 -0.339577 -2.743 0.389 -0.209
H 2.110428 -0.886470 1.885601 -0.756 -0.315 0.816
H 0.147774 0.724920 -1.220249 0.118 0.308 -0.674
H -1.966838 -0.423030 0.554187 0.192 0.048 -0.292
H -2.452058 1.139122 -1.822745 -0.012 -0.086 0.023
N -0.361676 0.364706 -0.443274 -1.223 -0.220 0.344
N -2.734793 0.553211 -1.031119 1.746 -0.082 0.216
O 2.645009 -0.589311 1.158319 -0.005 0.672 -1.825
O 2.217906 0.172767 -0.916741 -0.005 0.122 0.039
O -0.060183 -0.806188 1.502319 0.528 0.273 -0.057

***

(3)
83
Properties=species:S:1:pos:R:3:forces:R:3 method="wB97M-V/def2-TZVPD" s2=0.76 total_charge=+1 orbital_gap_ev="9.306 / 2.643" multiplicity=2
C 1.253023 2.335210 -3.760788 2.401 -0.918 0.108
C 2.258567 3.210437 -4.646567 -0.650 -0.862 0.412
C 2.605660 2.412054 -5.893308 -0.418 -0.315 -0.654
S 2.566006 0.608719 -5.444170 -0.213 -0.935 -0.462
O 3.961646 0.125568 -5.324540 -2.141 0.483 -0.424
O 1.549087 -0.140285 -6.258231 2.268 1.617 1.629
C 1.902269 0.819033 -3.748415 -0.699 2.015 -0.850
H 0.209787 2.412725 -4.066972 0.223 -0.302 -0.351
H 1.335403 2.763362 -2.761783 -0.212 -0.263 0.175
H 3.199398 3.446079 -4.149157 -0.185 -0.290 0.564
H 1.803336 4.181201 -4.842719 -0.077 -0.137 -0.377
H 3.581979 2.628714 -6.326845 0.067 -0.180 0.273
H 1.879765 2.579649 -6.688975 -0.166 -0.336 0.052
H 2.764427 0.769383 -3.083352 -0.106 0.077 -0.042
H 1.250414 -0.034908 -3.564109 -0.130 0.310 0.003
C -6.303757 2.870796 2.831851 -1.746 0.095 -0.737
C -6.974650 3.667327 1.598158 0.803 -0.997 -0.522
C -6.383139 3.098384 0.278139 0.392 0.911 0.539
S -5.982110 1.293740 0.541375 -0.930 1.886 0.400
O -4.675090 0.953973 -0.043929 -1.618 -0.153 0.357
O -7.260389 0.622786 0.238660 2.381 0.249 0.606
C -5.649074 1.566596 2.411865 0.094 -0.808 -1.673
H -7.177827 2.602811 3.425380 0.344 0.190 0.552
H -5.589798 3.456153 3.411262 -0.281 0.243 -0.143
H -6.865420 4.749534 1.668910 0.643 -0.084 0.022
H -8.050964 3.588745 1.444903 -0.119 -0.689 1.007
H -5.502351 3.694931 0.040574 0.439 -0.580 -0.120
H -7.097231 3.286366 -0.523632 0.103 -0.739 -0.127
H -4.559230 1.548201 2.414504 0.014 0.356 0.001
H -5.954397 0.673968 2.957840 -0.365 0.114 -0.114
C 5.369939 -2.275993 2.424136 0.976 0.385 1.060
C 4.436336 -1.754279 1.341874 -0.907 -1.579 0.219
C 3.050560 -2.467874 1.624042 -0.176 1.249 -0.411
S 2.967941 -2.847206 3.420830 2.129 -0.458 0.523
O 3.110926 -4.282581 3.607477 -0.532 0.838 -0.279
O 1.928039 -2.120960 4.127735 -0.011 -0.266 -0.742
C 4.630607 -2.093582 3.793390 -1.016 0.545 -1.849
H 6.248514 -1.636051 2.342442 0.190 0.045 0.575
H 5.772050 -3.279104 2.282062 -0.541 -0.181 -0.159
H 4.827451 -2.003934 0.355569 -0.274 -0.211 -0.014
H 4.404182 -0.665134 1.370855 -0.432 -0.034 0.290
H 2.853082 -3.342512 1.004278 0.552 -0.321 0.377
H 2.213765 -1.806415 1.399632 -0.002 0.263 0.199
H 5.019230 -2.378451 4.771106 0.079 -0.457 -0.427
H 4.408355 -1.026480 3.793014 -0.116 0.162 0.475
C 1.751413 -3.575764 -4.784973 -0.076 1.225 0.272
C 0.828616 -4.333615 -3.816822 -0.321 -1.980 -1.377
C 0.766789 -3.625427 -2.500842 0.800 1.649 0.217
S 2.520389 -3.061870 -2.262636 2.383 1.482 -1.555
O 3.389467 -3.933075 -1.491734 -1.198 0.057 0.197
O 2.573979 -1.611341 -1.930227 -0.846 -1.908 -0.052
C 3.056181 -3.222552 -4.093258 -1.107 0.176 1.038
H 1.208456 -2.655382 -4.999930 0.072 0.303 -0.133
H 1.972949 -3.977786 -5.773604 -0.384 -0.651 0.268
H 1.101862 -5.383811 -3.714214 0.408 -0.025 0.230
H -0.124475 -4.404869 -4.340881 -0.363 0.226 0.459
H 0.372386 -4.017769 -1.563496 0.246 -0.745 -0.351
H 0.241000 -2.684225 -2.661461 0.040 0.266 0.057
H 3.788091 -4.009765 -4.274081 0.122 0.122 0.718
H 3.429502 -2.236248 -4.368804 0.162 -0.122 0.075
C -0.302419 -0.100726 -0.234944 1.639 -1.869 -2.457
C -1.264074 -1.002921 0.432617 -1.899 1.245 1.012
C -0.814095 -1.093222 1.867717 -0.096 -0.622 1.310
S -0.145889 0.612857 2.320236 0.277 0.177 -1.110
O 1.186796 0.589358 2.825373 0.062 -0.219 0.548
O -1.167586 1.484355 2.949060 0.136 -0.920 -0.147
C -0.027034 1.113657 0.556552 -0.103 0.589 0.146
H -0.616270 0.213569 -1.230345 -0.483 0.103 -0.006
H 0.545078 -0.731473 -0.503296 0.910 0.500 0.418
H -1.375216 -2.026609 0.075114 0.015 0.236 -0.376
H -2.182064 -0.421977 0.343764 -0.816 -0.762 0.332
H -0.027736 -1.843772 1.947799 0.796 0.648 0.248
H -1.482469 -1.396038 2.673746 -0.540 0.329 -0.295
H 0.998142 1.464220 0.437349 -0.262 0.401 0.094
H -0.825899 1.825956 0.350243 0.327 0.392 0.335
Br -2.708577 1.195168 7.774049 -0.208 1.048 -1.099
C -2.633465 2.889556 6.712403 0.332 0.640 0.219
C -2.129505 2.664815 5.274248 0.407 -0.812 0.754
Br -1.902922 4.250612 4.157308 -0.135 -0.378 0.238
H -1.918819 3.481031 7.284705 0.090 -0.084 -0.229
H -3.551281 3.477529 6.717247 -0.334 -0.695 0.211
H -2.757427 1.988984 4.693681 0.028 0.174 0.127
H -1.110191 2.287876 5.357962 -0.119 -0.136 -0.278

***

(4)
9
Properties=species:S:1:pos:R:3:forces:R:3 method="wB97M-V/def2-TZVPD" orbital_gap_ev=8.813 relative_energy_ev=3.0185
C -0.008840 -1.204823 0.189489 -3.638 -3.554 -3.039
C 0.094355 1.300731 0.193558 -3.449 4.771 -0.356
C 1.121389 0.614689 0.029722 11.077 0.337 -2.119
H -0.328872 -1.926347 -0.664956 0.778 0.805 1.150
H -0.385159 -1.832802 1.033874 1.886 0.971 0.575
H 0.238312 2.510171 0.046537 -1.220 -3.533 0.583
H 2.212515 1.126550 -0.305692 -2.972 -1.381 1.458
O 1.254513 -0.731075 -0.129373 -0.436 0.410 1.313
S -1.188396 0.106716 -0.096962 -2.027 1.174 0.437

***

(5)
16
Properties=species:S:1:pos:R:3:forces:R:3 method="wB97M-V/def2-TZVPD" orbital_gap_ev=9.387 relative_energy_ev=1.3557 smiles=CSC.CN
C -0.966569 0.907833 -5.234858 -0.640 1.304 -0.709
N -0.583233 2.389536 -5.349715 -1.487 -2.712 0.946
H -1.849068 0.878980 -5.909291 0.814 -1.123 0.250
H -1.281602 0.547746 -4.262059 -0.636 1.127 0.642
H -0.197207 0.135271 -5.317311 0.334 0.400 -1.344
H -0.480352 2.714493 -4.409136 0.949 0.741 -0.131
H 0.113497 2.543350 -6.047491 0.666 0.263 0.347
C -0.248553 -0.017395 4.084501 -1.041 -0.864 -1.036
S 1.091074 -0.715654 3.065847 0.517 0.550 -0.497
C 1.514840 -2.190037 4.011085 -1.356 0.237 1.218
H -0.058380 -0.221559 5.140729 -0.257 0.231 -0.178
H -1.172322 -0.505739 3.682820 0.536 0.105 0.984
H -0.448313 1.037458 3.861928 0.736 -0.121 0.235
H 2.114915 -1.908945 4.895841 -0.035 -0.460 -0.575
H 0.549032 -2.586671 4.364651 0.306 0.057 0.163
H 1.902247 -3.008668 3.422457 0.594 0.266 -0.316

***

(6)
16
Properties=species:S:1:pos:R:3:forces:R:3 method="wB97M-V/def2-TZVPD" orbital_gap_ev=10.487 relative_energy_ev=3.8064 smiles=CCOC1CC1
C 2.494951 0.377794 -0.310546 -0.299 -0.104 -0.074
C 1.211385 -0.142799 0.347001 -0.104 -0.338 0.346
O 0.176633 -0.377926 -0.612343 -0.223 -1.043 0.763
C -1.241440 -0.793702 -0.170640 1.599 -0.199 0.222
C -1.980304 0.120389 0.787080 0.672 -0.042 -0.132
C -2.019379 0.321882 -0.726249 1.003 0.112 -0.414
H 3.289457 0.504104 0.441383 -0.366 -0.091 -0.134
H 2.336163 1.348800 -0.790437 -0.054 -0.152 0.052
H 2.858602 -0.324908 -1.066173 -0.089 0.082 0.083
H 1.401227 -1.101547 0.830540 0.213 0.027 0.272
H 0.864180 0.571456 1.107590 0.042 -0.126 -0.109
H -1.362387 -1.868546 -0.261843 -0.079 0.217 0.131
H -2.815931 -0.321429 1.357806 0.373 0.150 -0.721
H -1.424158 0.834058 1.389043 0.025 -0.118 -0.102
H -2.973107 0.220379 -1.284862 1.051 0.140 0.235
H -0.815885 0.631995 -1.037343 -3.764 1.484 -0.420

***

For the records above, the corresponding molar mass values read 121.25; 116.08; 788.73; 88.13; 93.19; 86.13 g/mol.